Entry 1:
This record from the Open Molecules 2025 dataset describes 2 unconnected molecules or ions with the total composition C4H12 at a distorted geometry. The level of theory is ωB97M-V/def2-TZVPD.

As for the max |F|: 1.8 eV/A. The orbital gap comes out at 12.2 eV. As for the total charge: 0. The SMILES is CC.CC. The calculation puts the LUMO energy at 1.10 eV.

CARTESIAN COORDINATES (ANGSTROEM)
C1 0.121 0.045 1.523
C2 0.175 0.556 2.954
H1 0.556 -0.958 1.512
H2 -0.899 -0.208 1.205
H3 0.565 0.667 0.756
H4 -0.473 -0.076 3.570
H5 -0.010 1.587 3.234
H6 1.182 0.335 3.332
C3 -0.077 -0.912 -1.809
C4 -0.249 0.346 -2.691
H7 0.495 -0.793 -0.877
H8 -1.049 -1.082 -1.356
H9 0.552 -1.552 -2.419
H10 0.450 1.154 -2.460
H11 -0.066 0.195 -3.764
H12 -1.275 0.699 -2.709



Entry 2:
This record from the Open Molecules 2025 dataset describes 2 unconnected molecules or ions with the total composition C4H12 at a distorted geometry. The level of theory is ωB97M-V/def2-TZVPD.

As for the max |F|: 2.2 eV/A. The orbital gap comes out at 12.4 eV. As for the total charge: 0. The SMILES is CC.CC. The calculation puts the LUMO energy at 1.14 eV.

CARTESIAN COORDINATES (ANGSTROEM)
C1 -0.733 1.175 -1.662
C2 -0.377 -0.212 -2.158
H1 -0.237 1.257 -0.696
H2 -0.567 2.003 -2.334
H3 -1.852 1.123 -1.748
H4 0.677 -0.438 -2.264
H5 -0.779 -0.479 -3.143
H6 -0.771 -1.040 -1.558
C3 1.050 0.196 2.012
C4 0.131 -1.005 1.968
H7 0.581 1.141 1.664
H8 1.631 0.161 2.926
H9 1.749 0.171 1.151
H10 0.219 -1.745 2.777
H11 0.212 -1.486 1.002
H12 -0.933 -0.822 2.065



Entry 3:
This record from the Open Molecules 2025 dataset describes 2 unconnected molecules or ions with the total composition C4H12 at a distorted geometry. The level of theory is ωB97M-V/def2-TZVPD.

As for the max |F|: 1.4 eV/A. The orbital gap comes out at 12.8 eV. As for the total charge: 0. The SMILES is CC.CC. The calculation puts the LUMO energy at 1.18 eV.

CARTESIAN COORDINATES (ANGSTROEM)
C1 -0.780 0.698 1.662
C2 -0.261 -0.659 2.182
H1 -0.033 1.160 1.013
H2 -1.706 0.596 1.116
H3 -0.823 1.343 2.533
H4 0.073 -1.312 1.376
H5 -1.052 -1.174 2.717
H6 0.649 -0.496 2.758
C3 0.898 -0.538 -1.518
C4 0.102 0.502 -2.341
H7 1.840 -0.171 -1.118
H8 0.297 -0.880 -0.674
H9 1.103 -1.407 -2.140
H10 -0.809 0.810 -1.834
H11 -0.159 0.090 -3.308
H12 0.660 1.438 -2.424



Entry 4:
This record from the Open Molecules 2025 dataset describes 2 unconnected molecules or ions with the total composition C4H12 at a distorted geometry. The level of theory is ωB97M-V/def2-TZVPD.

As for the max |F|: 1.6 eV/A. The orbital gap comes out at 12.6 eV. As for the total charge: 0. The SMILES is CC.CC. The calculation puts the LUMO energy at 1.19 eV.

CARTESIAN COORDINATES (ANGSTROEM)
C1 -1.034 1.050 -1.019
C2 -0.234 0.368 -2.108
H1 -1.096 2.132 -1.177
H2 -2.044 0.708 -0.791
H3 -0.516 1.095 -0.076
H4 0.264 -0.541 -1.780
H5 0.637 0.989 -2.364
H6 -0.789 0.326 -3.045
C3 0.426 -0.189 2.049
C4 0.785 -1.308 1.065
H7 -0.625 -0.223 2.314
H8 1.049 -0.181 2.933
H9 0.622 0.711 1.482
H10 0.884 -2.284 1.561
H11 1.727 -1.140 0.553
H12 -0.058 -1.514 0.403



Entry 5:
This record from the Open Molecules 2025 dataset describes 2 unconnected molecules or ions with the total composition C4H12 at a distorted geometry. The level of theory is ωB97M-V/def2-TZVPD.

As for the max |F|: 3.1 eV/A. The orbital gap comes out at 12.6 eV. As for the total charge: 0. The SMILES is CC.CC. The calculation puts the LUMO energy at 1.14 eV.

CARTESIAN COORDINATES (ANGSTROEM)
C1 0.150 1.441 0.577
C2 0.967 2.736 0.271
H1 0.694 1.172 1.482
H2 -1.022 1.501 0.705
H3 0.088 0.663 -0.159
H4 1.492 2.758 -0.716
H5 1.666 2.741 1.132
H6 0.435 3.636 0.310
C3 -1.303 -1.858 -0.231
C4 0.121 -2.327 -0.638
H7 -2.199 -2.384 -0.719
H8 -1.351 -2.017 0.896
H9 -1.219 -0.743 -0.363
H10 0.160 -2.964 -1.434
H11 0.846 -2.814 0.014
H12 0.797 -1.504 -1.023



Entry 6:
This record from the Open Molecules 2025 dataset describes 2 unconnected molecules or ions with the total composition C4H12. The level of theory is ωB97M-V/def2-TZVPD.

As for the max |F|: 0.8 eV/A. The orbital gap comes out at 12.9 eV. As for the total charge: 0. The SMILES is CC.CC. The calculation puts the LUMO energy at 1.17 eV.

CARTESIAN COORDINATES (ANGSTROEM)
C1 -1.994 0.586 -0.751
C2 -2.231 -0.931 -0.762
H1 -2.533 1.067 -1.570
H2 -2.389 1.045 0.157
H3 -0.939 0.780 -0.879
H4 -2.828 -1.286 -1.600
H5 -1.292 -1.473 -0.813
H6 -2.748 -1.291 0.122
C3 1.962 0.319 0.019
C4 2.288 0.014 1.481
H7 1.615 -0.569 -0.504
H8 1.257 1.139 -0.078
H9 2.847 0.667 -0.513
H10 1.387 -0.064 2.085
H11 2.917 0.780 1.920
H12 2.812 -0.938 1.559



Entry 7:
This record from the Open Molecules 2025 dataset describes 2 unconnected molecules or ions with the total composition C4H12 at a distorted geometry. The level of theory is ωB97M-V/def2-TZVPD.

As for the max |F|: 4.0 eV/A. The orbital gap comes out at 12.2 eV. As for the total charge: 0. The SMILES is CC.CC. The calculation puts the LUMO energy at 1.09 eV.

CARTESIAN COORDINATES (ANGSTROEM)
C1 -0.341 -1.825 -1.784
C2 0.408 -0.518 -1.557
H1 -0.198 -2.242 -2.815
H2 0.199 -2.582 -1.045
H3 -1.510 -1.717 -1.777
H4 -0.252 0.066 -1.005
H5 1.574 -0.721 -1.220
H6 0.561 0.131 -2.448
C3 -0.393 1.881 1.776
C4 0.294 0.461 1.612
H7 -0.478 2.254 2.761
H8 0.086 2.641 1.057
H9 -1.361 1.753 1.293
H10 -0.385 -0.344 1.314
H11 0.776 0.301 2.676
H12 1.182 0.467 0.930



Entry 8:
This record from the Open Molecules 2025 dataset describes 2 unconnected molecules or ions with the total composition C4H12 at a distorted geometry. The level of theory is ωB97M-V/def2-TZVPD.

As for the max |F|: 3.5 eV/A. The orbital gap comes out at 12.1 eV. As for the total charge: 0. The SMILES is CC.CC. The calculation puts the LUMO energy at 1.12 eV.

CARTESIAN COORDINATES (ANGSTROEM)
C1 0.360 2.118 -1.450
C2 -1.008 1.804 -0.849
H1 0.199 2.171 -2.537
H2 0.658 3.237 -1.406
H3 1.181 1.396 -1.100
H4 -1.711 2.228 -1.473
H5 -1.188 0.738 -0.805
H6 -0.988 2.241 0.187
C3 1.064 -1.846 0.961
C4 -0.412 -2.250 1.346
H7 1.539 -1.679 1.942
H8 1.580 -2.494 0.294
H9 1.029 -0.831 0.621
H10 -1.018 -1.343 0.874
H11 -0.727 -2.275 2.419
H12 -0.558 -3.216 0.977



Entry 9:
This record from the Open Molecules 2025 dataset describes 2 unconnected molecules or ions with the total composition C4H12 at a distorted geometry. The level of theory is ωB97M-V/def2-TZVPD.

As for the max |F|: 1.4 eV/A. The orbital gap comes out at 12.6 eV. As for the total charge: 0. The SMILES is CC.CC. The calculation puts the LUMO energy at 1.08 eV.

CARTESIAN COORDINATES (ANGSTROEM)
C1 0.040 1.608 -2.110
C2 1.067 0.564 -1.633
H1 -0.494 2.245 -1.398
H2 0.420 2.350 -2.814
H3 -0.773 1.037 -2.569
H4 0.643 -0.375 -1.275
H5 1.741 1.000 -0.903
H6 1.572 0.263 -2.546
C3 -1.073 -1.628 1.992
C4 -0.008 -0.543 1.805
H7 -1.474 -1.795 0.983
H8 -0.770 -2.593 2.402
H9 -1.916 -1.378 2.641
H10 0.265 -0.270 2.822
H11 -0.394 0.283 1.198
H12 0.738 -0.861 1.082



Entry 10:
This record from the Open Molecules 2025 dataset describes 2 unconnected molecules or ions with the total composition C4H12 at a distorted geometry. The level of theory is ωB97M-V/def2-TZVPD.

As for the max |F|: 6.2 eV/A. The orbital gap comes out at 12.2 eV. As for the total charge: 0. The SMILES is CC.CC. The calculation puts the LUMO energy at 1.06 eV.

CARTESIAN COORDINATES (ANGSTROEM)
C1 -1.299 -1.285 1.596
C2 -2.437 -1.546 0.680
H1 -0.391 -1.486 1.025
H2 -1.122 -0.242 1.818
H3 -1.246 -1.895 2.478
H4 -2.195 -1.139 -0.242
H5 -2.420 -2.645 0.521
H6 -3.439 -1.274 1.185
C3 2.542 1.821 -1.131
C4 1.201 1.084 -1.213
H7 3.214 1.263 -1.878
H8 2.464 2.782 -1.609
H9 2.829 1.834 -0.128
H10 0.983 0.571 -0.282
H11 0.978 0.283 -1.790
H12 0.337 1.876 -1.030



Entry 11:
This record from the Open Molecules 2025 dataset describes 2 unconnected molecules or ions with the total composition C4H12 at a distorted geometry. The level of theory is ωB97M-V/def2-TZVPD.

As for the max |F|: 1.5 eV/A. The orbital gap comes out at 12.9 eV. As for the total charge: 0. The SMILES is CC.CC. The calculation puts the LUMO energy at 1.22 eV.

CARTESIAN COORDINATES (ANGSTROEM)
C1 -1.727 -0.978 -0.768
C2 -0.459 -1.792 -0.506
H1 -2.183 -0.622 0.155
H2 -1.459 -0.084 -1.333
H3 -2.451 -1.533 -1.358
H4 0.236 -1.819 -1.349
H5 -0.769 -2.836 -0.407
H6 0.133 -1.472 0.336
C3 0.782 0.928 1.168
C4 1.427 1.816 0.073
H7 -0.301 1.051 1.218
H8 1.018 -0.122 1.172
H9 1.101 1.328 2.132
H10 0.639 2.315 -0.490
H11 2.026 1.211 -0.602
H12 1.988 2.608 0.561



Entry 12:
This record from the Open Molecules 2025 dataset describes 2 unconnected molecules or ions with the total composition C4H12 at a distorted geometry. The level of theory is ωB97M-V/def2-TZVPD.

As for the max |F|: 1.7 eV/A. The orbital gap comes out at 12.7 eV. As for the total charge: 0. The SMILES is CC.CC. The calculation puts the LUMO energy at 1.08 eV.

CARTESIAN COORDINATES (ANGSTROEM)
C1 -1.124 -1.806 -0.822
C2 -1.068 -2.784 0.343
H1 -0.314 -1.987 -1.546
H2 -1.977 -1.892 -1.497
H3 -0.946 -0.771 -0.546
H4 -1.769 -3.622 0.287
H5 -1.292 -2.251 1.264
H6 -0.142 -3.291 0.386
C3 0.439 2.434 0.678
C4 1.703 2.180 -0.149
H7 -0.444 2.454 0.036
H8 0.294 1.578 1.305
H9 0.502 3.318 1.306
H10 1.751 1.154 -0.502
H11 2.585 2.420 0.451
H12 1.802 2.865 -0.994



Entry 13:
This record from the Open Molecules 2025 dataset describes 2 unconnected molecules or ions with the total composition C4H12 at a distorted geometry. The level of theory is ωB97M-V/def2-TZVPD.

As for the max |F|: 3.4 eV/A. The orbital gap comes out at 12.4 eV. As for the total charge: 0. The SMILES is CC.CC. The calculation puts the LUMO energy at 1.03 eV.

CARTESIAN COORDINATES (ANGSTROEM)
C1 -1.796 1.832 -1.334
C2 -2.309 1.016 -0.154
H1 -2.130 2.792 -1.054
H2 -0.694 1.751 -1.473
H3 -2.346 1.439 -2.195
H4 -3.177 1.575 0.260
H5 -2.884 0.083 -0.402
H6 -1.520 0.775 0.466
C3 1.663 -1.417 1.346
C4 2.550 -1.453 0.109
H7 1.964 -1.665 2.382
H8 1.231 -0.397 1.493
H9 0.759 -2.031 1.204
H10 2.111 -0.729 -0.630
H11 2.592 -2.506 -0.299
H12 3.450 -0.953 0.450



Entry 14:
This record from the Open Molecules 2025 dataset describes 2 unconnected molecules or ions with the total composition C4H12 at a distorted geometry. The level of theory is ωB97M-V/def2-TZVPD.

As for the max |F|: 3.1 eV/A. The orbital gap comes out at 12.5 eV. As for the total charge: 0. The SMILES is CC.CC. The calculation puts the LUMO energy at 1.16 eV.

CARTESIAN COORDINATES (ANGSTROEM)
C1 -0.551 -0.262 2.502
C2 0.435 -1.226 1.810
H1 -0.256 0.336 3.361
H2 -0.921 0.478 1.777
H3 -1.459 -0.813 2.765
H4 -0.159 -2.061 1.468
H5 1.249 -1.362 2.531
H6 0.947 -0.691 1.016
C3 0.571 0.973 -2.642
C4 -0.368 0.514 -1.554
H7 0.875 0.091 -3.250
H8 -0.010 1.425 -3.450
H9 1.500 1.488 -2.439
H10 -0.650 1.378 -0.953
H11 0.074 -0.314 -1.001
H12 -1.278 0.048 -1.941



Entry 15:
This record from the Open Molecules 2025 dataset describes 2 unconnected molecules or ions with the total composition C4H12 at a distorted geometry. The level of theory is ωB97M-V/def2-TZVPD.

As for the max |F|: 1.2 eV/A. The orbital gap comes out at 12.7 eV. As for the total charge: 0. The SMILES is CC.CC. The calculation puts the LUMO energy at 1.16 eV.

CARTESIAN COORDINATES (ANGSTROEM)
C1 -0.219 1.904 0.287
C2 -0.235 2.859 -0.895
H1 -0.685 2.404 1.132
H2 -0.686 0.930 0.184
H3 0.811 1.751 0.640
H4 -1.240 3.125 -1.212
H5 0.252 3.798 -0.626
H6 0.307 2.479 -1.764
C3 0.097 -1.843 -0.215
C4 0.302 -3.014 0.730
H7 -0.634 -1.159 0.200
H8 0.979 -1.186 -0.255
H9 -0.076 -2.103 -1.260
H10 0.788 -3.870 0.261
H11 -0.631 -3.363 1.180
H12 0.869 -2.712 1.613